The following is a DFT calculation (ωB97M-V/def2-TZVPD) of a 2-piece molecular cluster, C7H11N2O2 overall in a non-equilibrium geometry.

XYZ file:
```
22
Properties=species:S:1:pos:R:3:forces:R:3
C -0.6743 -0.9784 0.9615 -2.006 1.897 0.894
C -1.8575 -1.8675 1.3248 -3.085 2.298 1.629
C -0.1358 -1.6857 -0.1864 0.393 0.233 -1.685
O -0.7901 -2.0383 -1.1598 1.026 0.231 0.749
O 1.1491 -1.9834 0.0036 1.825 -0.974 -2.933
H -1.0188 0.0680 0.8030 -0.097 -0.687 -1.180
H -0.0127 -0.6068 1.7600 0.356 -1.511 -0.063
H -1.4919 -2.8486 1.5300 -0.239 -0.788 0.784
H -2.7009 -1.9530 0.5776 1.546 0.145 0.060
H -2.4945 -1.3159 2.1544 1.594 -1.609 -0.767
C -0.4808 1.3746 -1.7000 -0.739 0.879 -1.289
C 1.9677 1.5035 -0.8933 -0.186 0.167 0.777
C 0.5882 1.6369 -0.7458 3.899 0.378 2.053
C 1.6771 1.9160 1.1721 1.029 0.411 -0.657
N 2.7146 1.6826 0.2719 -1.974 -0.169 -0.076
N 0.5038 1.9713 0.5778 -3.700 -0.360 1.132
H 2.3276 1.3807 -1.8654 1.543 -0.433 -1.258
H 1.5536 -2.2823 -0.9124 -1.287 0.700 2.564
H -0.7000 0.3735 -1.9646 0.220 -1.549 0.214
H -0.4350 1.8214 -2.7123 0.557 0.425 0.474
H 1.7084 2.1142 2.3058 0.538 -0.322 -2.018
H -1.3978 1.7173 -1.3026 -1.215 0.638 0.597
```
Positions in Å, forces in eV/Å.

HOMO (eV): -3.137
Total charge: -1
DFT total energy (Eh): -533.3202
Frontier orbital gap (Ha): 0.24077

Atom charges from the natural (NBO) analysis, given in e for atoms 1 to 2: number 1, C, carries -0.5877; number 2, C, carries -0.5945